# 1
A molecular structure, C39H40AsNPRuSbSe2Te2. Source: the Open Molecules 2025 dataset; level of theory: ωB97M-V/def2-TZVPD.

Summary:
Spin multiplicity: 6
ΔE to the lowest compared entry with this formula, charge and spin (kJ/mol): 0.0
Frontier orbital gap (spin up / spin down) (eV): 6.2 / 5.4
HOMO energy (spin up / spin down) (eV): -9.1383 / -10.1960
Charge: +1

Each line ends with the Löwdin spin population.
Positions of all 88 atoms, in Å:
C -1.2358 -1.6591 2.9754  0.002
C -2.4250 2.5501 2.1576  0.003
H -1.2452 4.3116 -3.3349  0.000
H 3.8893 0.5441 3.4708  0.000
C 0.6517 4.2819 0.1904  0.006
As 0.1954 2.2469 -3.5694  0.084
Se -2.6539 -0.2504 -2.6355  0.283
H -1.1305 -6.8258 -3.1461  0.000
H -0.9542 -0.6233 2.8437  0.001
C -0.9720 -2.5912 1.9775  0.032
H -1.1664 -4.6566 1.3942  0.001
C -1.5654 4.1845 -0.7359  0.004
Te -2.2838 -1.2211 -4.9052  0.175
H -3.8123 3.1433 3.6735  0.000
C 0.7456 1.5023 2.6824  0.004
H 3.7086 -3.0360 3.7960  0.000
H -0.1669 0.9884 -5.7233  0.002
C -2.9216 0.4903 1.0196  0.002
H 1.4838 3.8120 0.7023  0.000
C -4.0633 0.3379 1.7942  0.000
Sb 0.0675 -2.0080 0.2162  0.089
H 5.6349 -2.9662 2.2474  0.000
H 1.8240 4.1144 -4.1163  0.003
H 0.8920 2.3938 -5.9923  0.002
C 2.0346 1.0723 0.6952  0.004
C 0.8226 1.4386 1.2914  0.015
H 1.5581 4.0206 -2.3655  0.000
C -1.5041 5.5383 -1.0226  -0.001
H 2.6279 2.8447 -3.1765  0.000
C 1.8385 1.1806 3.4691  0.003
H -2.3577 -3.1705 -1.3027  0.002
C -2.0906 1.5913 1.1971  0.011
H -2.6775 -0.2623 0.2790  0.001
H -2.1137 3.0389 -4.2155  0.001
C -3.5615 2.3962 2.9323  0.001
C -0.9010 -5.9635 -2.5338  0.007
C -0.3096 -3.7481 -0.9456  0.005
C 3.5499 -2.8526 2.7409  0.000
H 2.9826 -2.2510 -1.0228  0.004
H -2.0637 -1.3122 4.9230  0.000
H 1.6593 -4.6055 -0.7856  0.000
C -2.2336 -3.3695 4.3356  0.000
Te 0.0579 -2.5761 -4.6693  0.434
C -1.3548 -3.9176 2.1640  0.005
Se 1.3606 -1.2870 -3.1017  0.473
N 2.1037 0.9817 -0.7226  0.065
C 3.1322 0.7546 1.4866  0.003
Ru -0.3684 0.1803 -1.8090  3.071
C 0.6646 -4.7065 -1.2043  0.002
C 4.6310 -2.8144 1.8730  0.003
C -1.8820 -5.0171 -2.2694  0.011
C 0.3723 -5.8055 -2.0034  0.002
H -2.2738 -5.3366 3.4799  0.000
H -5.2716 1.1696 3.3552  0.000
C 4.4178 -2.5977 0.5183  0.000
H -0.1844 1.7912 3.1549  0.000
H 1.9921 1.8816 -1.1779  0.001
H 1.1372 -6.5457 -2.1996  0.000
H 1.4298 -2.7001 2.9559  0.000
C 0.6704 1.5600 -5.3261  0.014
H -4.6988 -0.5252 1.6480  0.000
C -1.1550 3.5417 -4.0978  0.015
C 2.2601 -2.6644 2.2615  0.004
H 1.6060 6.2000 0.1376  0.000
H 5.2546 -2.5876 -0.1688  0.000
H 1.7609 1.2210 4.5470  0.000
P -0.5884 1.7532 0.1915  0.077
C 3.1292 -2.4025 0.0407  0.006
H -1.7985 3.4237 2.2947  0.000
H 2.9791 0.5731 -1.0281  0.001
H -2.8779 -5.1365 -2.6771  0.000
C -1.5838 -3.9095 -1.4859  0.004
C 2.0375 -2.4335 0.9069  0.017
H -2.3513 6.0275 -1.4853  0.000
C 1.7153 3.4342 -3.2717  0.021
H -0.3140 7.3227 -0.9422  0.000
C -0.4888 3.5446 -0.1217  0.007
H 4.0634 0.4585 1.0193  0.000
H 1.5389 0.9082 -5.2517  0.006
C -1.8618 -2.0461 4.1529  0.000
C 0.7175 5.6359 -0.1135  0.000
C -0.3598 6.2654 -0.7178  0.005
H -2.4608 3.6242 -0.9828  0.000
H -0.8591 3.9952 -5.0435  0.003
C -1.9819 -4.3039 3.3401  0.002
H -2.7230 -3.6742 5.2513  0.000
C 3.0306 0.8021 2.8655  0.001
C -4.3816 1.2873 2.7511  0.001


# 2
A molecular structure, C39H40BN6Os. Source: the Open Molecules 2025 dataset; level of theory: ωB97M-V/def2-TZVPD.

Summary:
Spin multiplicity: 5
ΔE to the lowest compared entry with this formula, charge and spin (kJ/mol): 0.0
Frontier orbital gap (spin up / spin down) (eV): 6.7 / 3.4
HOMO energy (spin up / spin down) (eV): -15.9409 / -15.9996
Charge: +3

Each line ends with the Löwdin spin population.
Positions of all 87 atoms, in Å:
H -3.2225 0.0567 3.8709  0.003
C -1.3765 0.9402 3.5532  0.057
B -2.2472 1.6958 1.1021  0.010
C 4.1175 1.8978 1.8176  0.002
H -3.3868 4.9293 -0.3361  0.002
N -1.3753 2.6727 0.1970  0.000
H -0.4816 -1.8655 -6.4144  0.008
C 1.4786 -2.5178 0.9333  0.001
H 0.4063 -4.1035 -1.8868  0.000
C 3.2004 1.1210 -2.7578  0.008
C 0.3667 3.0010 -1.1919  0.018
H 2.2733 -1.8339 1.2411  0.003
C -4.9521 0.0489 0.8282  0.002
H -4.1670 -2.0415 -1.2800  0.006
C 1.4298 -2.9290 -0.3787  0.006
C 4.8569 1.6977 2.9773  0.012
H -0.0706 -2.4407 3.8717  0.000
C -0.5658 -4.1885 0.0866  0.000
H 2.6969 -0.3597 4.6879  0.000
H 5.0722 0.5313 4.7621  0.000
H -1.8600 -4.8131 -1.5187  0.000
C -2.0561 -2.4655 -3.3977  0.070
C 0.8328 -2.8159 3.3557  0.001
H 1.8377 0.6482 -1.1251  0.020
C 1.4621 2.6635 -2.0762  0.003
C -0.4457 -0.6173 -3.2127  0.111
H 2.2823 1.4671 0.7353  0.013
C 4.3792 0.8288 3.9617  0.002
H 4.4859 2.5055 0.9785  0.000
C 0.7917 0.5904 2.9416  0.048
C -1.7613 -2.6049 -4.7336  0.022
C 3.6753 2.0668 -3.6525  0.006
H -3.1006 2.3403 1.6618  0.000
C 0.4382 -3.8215 -0.8085  0.016
H 1.0851 4.3230 -3.4829  0.000
C -0.3450 4.2111 -1.0404  0.003
C -2.6674 0.8944 4.2875  0.010
C -3.4591 -1.2081 -0.9567  0.212
C -1.4473 -1.4254 -2.6182  0.185
H 2.0585 -1.6362 -2.0159  0.002
C -0.0492 0.6677 4.0441  0.025
H 0.7004 -0.2366 -4.9917  0.000
Os 0.2151 0.1816 0.0193  2.094
C 2.2484 0.7164 2.8216  0.011
H 3.4011 -2.2254 -0.8962  0.000
H -3.2885 1.7824 4.1645  0.002
C -1.4188 3.9970 -0.1844  0.028
N -1.5585 -0.1466 -0.5246  0.099
C -1.8269 -4.8166 -0.4355  0.000
N 0.0227 0.8505 1.8185  0.203
C 3.0556 0.2897 3.8894  0.005
H -2.3965 -3.2682 -5.3170  -0.001
C 2.9709 3.2498 -3.8102  0.001
H -2.6385 4.9884 1.3331  0.001
C -0.0847 -0.8253 -4.5571  0.052
H 4.6360 1.8999 -4.1296  0.001
C -3.7017 -0.2383 0.0394  0.047
H -2.0360 6.0334 0.0104  0.000
H 1.5840 -2.0648 3.5941  0.000
H -1.9658 -5.7788 -0.0491  0.000
H -5.8213 -0.2660 0.2345  0.000
H 0.2849 0.5382 5.0750  0.002
H 3.3769 3.9613 -4.5422  0.000
C -0.7378 -1.7878 -5.3347  0.230
C -2.4181 5.0342 0.2658  0.004
C 2.8511 1.3635 1.6891  0.031
H 1.1186 -3.7224 3.9303  0.001
N -0.3546 2.0920 -0.4788  -0.007
H -4.9321 -0.5020 1.7626  0.001
H 2.6043 -3.2907 -2.0851  0.000
H -2.6243 -4.2286 -0.0484  0.000
N -2.5482 0.4511 0.2066  0.140
C 2.4655 -2.4542 -1.3868  0.002
H -1.1053 -4.2511 2.1493  0.000
C 0.6534 -3.0781 1.9017  0.007
H -5.0075 1.1252 0.9990  0.000
C -2.0987 -1.0724 -1.3705  0.076
H 0.0256 0.2370 -2.6749  0.016
H -2.4973 0.6990 5.3838  0.000
C 2.1344 1.4333 -1.9282  0.042
H 3.5268 0.1156 -2.7775  0.000
H 5.7670 2.2807 3.1806  0.001
H -2.8111 -3.1125 -2.9810  0.001
C -0.4180 -3.8285 1.4331  0.004
H -0.0397 5.1590 -1.4611  0.000
C 1.7720 3.5216 -3.1808  0.006
N -1.2753 1.0831 2.2332  0.013


The highest charge belongs to which entry? C39H40BN6Os


What is the formula in the second record? C39H40BN6Os